#A
{"formula": "C6H10N2", "method": "wB97M-V/def2-TZVPD", "total_charge": 0, "mol_weight_g_mol": 110.2, "gap_ev": 9.48, "species": ["C", "C", "C", "C", "C", "N", "C", "N", "H", "H", "H", "H", "H", "H", "H", "H", "H", "H"], "xyz": [[-0.42868, 1.02605, -2.65177], [-0.62665, 0.76967, -1.15033], [0.70556, 0.49114, -0.47058], [0.52114, -0.20215, 0.85361], [0.25969, -1.53112, 1.07183], [-0.03949, -1.63126, 2.40986], [0.03882, -0.38169, 2.92461], [0.39361, 0.49560, 2.02158], [-1.36982, 1.28454, -3.14078], [0.31715, 1.81802, -2.78533], [-0.03410, 0.13958, -3.14637], [-1.24407, -0.12671, -1.04770], [-1.13740, 1.64269, -0.75297], [1.27296, 1.39590, -0.24915], [1.33741, -0.13719, -1.10961], [0.56383, -2.34070, 0.43348], [-0.36210, -2.48979, 2.81764], [-0.16785, -0.22257, 3.97197]]}

#B
{"formula": "C6H10N2", "method": "wB97M-V/def2-TZVPD", "total_charge": 0, "mol_weight_g_mol": 110.2, "gap_ev": 9.36, "species": ["C", "C", "C", "C", "C", "C", "H", "H", "H", "H", "H", "H", "H", "H", "H", "H", "N", "N"], "xyz": [[-2.97550, 0.53757, -0.28909], [-1.68685, -0.09772, 0.35605], [-0.43026, -0.65628, -0.37865], [0.65924, -1.51517, -0.20462], [1.31083, 0.64756, 0.11115], [-0.05890, 0.25446, 0.67360], [-2.68870, 1.61917, -0.86958], [-3.20835, -0.36344, -1.26384], [-4.09798, 0.66755, 0.71192], [-1.94688, -0.74528, 1.30523], [-0.43021, -0.20235, -1.31395], [0.22554, -2.20158, 0.64950], [1.11416, -2.23289, -0.85969], [2.84865, -0.78910, -0.31876], [1.45331, 2.58399, -0.13046], [0.09384, -0.26548, 1.56422], [1.77237, -0.71155, 0.03770], [1.90267, 1.69826, -0.19273]]}

Calculated relative energies: #A 0.000; #B 8.436, given in eV